1.
Entry from the OMol25 dataset: a 2-piece molecular cluster, FH3S overall (ωB97M-V/def2-TZVPD).

XYZ file:
```
5
Properties=species:S:1:pos:R:3
H 1.7888 0.3313 0.1907
H -1.5075 -0.7682 0.9907
H -1.3576 1.0605 0.6215
F 2.6512 -0.0327 -0.0156
S -1.4240 -0.0206 -0.1039
```

Computed properties:
Orbital gap in eV: 10.95
2S+1: 1
Highest occupied orbital energy in eV: -10.292
SMILES: F.S
DFT total energy in eV: -13601.2525



2.
Entry from the OMol25 dataset: a 2-piece molecular cluster, FH4N2P overall (ωB97M-V/def2-TZVPD).

XYZ file:
```
8
Properties=species:S:1:pos:R:3
N -0.8745 1.3783 0.2670
N 1.6881 -1.1462 0.0577
F -1.6552 -0.9818 0.3241
P -1.0073 0.0347 -0.7269
H -0.7253 1.1231 1.1988
H -0.9629 2.3615 -0.0488
H 1.2555 -1.9725 -0.4254
H 2.2815 -0.7971 -0.6465
```

Computed properties:
Orbital gap (alpha / beta) in eV: 7.05 / 10.11
2S+1: 1
Highest occupied orbital energy (alpha / beta) in eV: -7.354 / -10.129
DFT total energy in eV: -15049.4993



3.
Entry from the OMol25 dataset: FH4N2P3 as an isolated structure (ωB97M-V/def2-TZVPD).

XYZ file:
```
10
Properties=species:S:1:pos:R:3
N -1.1959 -0.2425 -0.7527
N -0.6782 1.8587 0.6012
F 0.8882 -1.4990 -0.1193
P -1.3652 1.3459 -0.7880
P -0.0309 0.8086 1.6333
P -0.6209 -1.1531 0.4354
H 1.1894 -1.3436 -3.0415
H -0.7752 0.8911 2.8101
H 1.1594 1.3906 2.0605
H 1.4294 -2.0569 -2.8391
```

Computed properties:
Orbital gap in eV: 8.99
2S+1: 1
Highest occupied orbital energy in eV: -9.438
DFT total energy in eV: -33628.5228



4.
Entry from the OMol25 dataset: one molecule with the formula FH4N2PS (ωB97M-V/def2-TZVPD).

XYZ file:
```
9
Properties=species:S:1:pos:R:3
N -1.2527 0.6056 -0.2824
N 0.9156 -0.7733 -0.6430
F -0.2781 -0.9838 1.5545
P 0.2420 0.2315 0.5541
S 1.3316 1.4899 1.4464
H -0.9358 0.6254 -1.2047
H -1.6222 1.4380 0.1672
H 1.3858 -1.6196 -0.2708
H 0.2137 -1.0136 -1.3211
```

Computed properties:
Orbital gap in eV: 10.32
2S+1: 1
Highest occupied orbital energy in eV: -9.655
SMILES: NP(N)(F)=S
DFT total energy in eV: -25888.9792



5.
Entry from the OMol25 dataset: a 2-piece molecular cluster, FH4NSi overall (ωB97M-V/def2-TZVPD).

XYZ file:
```
7
Properties=species:S:1:pos:R:3
N 0.9162 -0.2412 0.0603
F -3.9291 -0.4254 -0.8757
Si -3.5237 0.4490 0.3393
H 1.7115 0.4359 -0.1412
H 0.0168 0.1770 -0.3003
H 0.7434 -0.1670 1.0889
H -3.4516 -0.7428 1.2575
```

Computed properties:
Orbital gap in eV: 8.39
2S+1: 1
Highest occupied orbital energy in eV: -9.119
DFT total energy in eV: -12149.5264



6.
Entry from the OMol25 dataset: a 2-piece molecular cluster, FHN4 overall (ωB97M-V/def2-TZVPD).

XYZ file:
```
6
Properties=species:S:1:pos:R:3
N 0.6147 1.4203 -0.8511
N -0.3020 0.6760 -0.7525
N -1.1725 -0.0162 -0.8902
N 0.2208 -1.3765 1.2324
F -0.4821 -2.4595 1.3105
H 1.1212 1.7559 -0.0491
```

Computed properties:
Orbital gap (alpha / beta) in eV: 9.34 / 9.32
2S+1: 1
Highest occupied orbital energy (alpha / beta) in eV: -10.166 / -10.162
DFT total energy in eV: -8687.0498